1.
{
  "formula": "C20H22O7",
  "method": "ωB97M-V/def2-TZVPD",
  "de_lowest_kcal_mol": 103.9,
  "smiles": "Cc1c(C)c2c(c(C)c1O)CC[C@](C)(C(=O)OCc1cc(=O)c(O)co1)O2",
  "homo_lumo_gap_ev": 7.6936,
  "total_charge": 0,
  "elements": ["O", "O", "O", "O", "O", "O", "O", "C", "C", "C", "C", "C", "C", "C", "C", "C", "C", "C", "C", "C", "C", "C", "C", "C", "C", "C", "C", "H", "H", "H", "H", "H", "H", "H", "H", "H", "H", "H", "H", "H", "H", "H", "H", "H", "H", "H", "H", "H", "H"],
  "coordinates": [[3.6001, 3.4818, 0.6594], [-2.7170, 0.9711, 3.1694], [2.9086, 5.6165, -1.0614], [-0.2521, 4.7389, 0.5749], [1.2237, -3.6442, -3.1426], [-0.9003, 1.6561, 1.9657], [-0.6206, -0.6339, 1.0711], [2.4002, 3.8689, 0.6598], [-1.8560, 0.8234, 2.2821], [0.6220, 5.2658, -0.3335], [1.4603, 3.3574, 1.6252], [1.9660, 4.9759, -0.2160], [0.1124, 3.7487, 1.6110], [0.7312, -2.8122, -2.1514], [-0.1900, -1.4345, 0.0642], [1.6750, -2.6003, -1.1118], [1.1241, -2.0116, 0.0366], [-0.5736, -2.2411, -2.2357], [-1.0548, -1.5558, -1.0413], [-0.9120, 2.9335, 2.4796], [3.0955, -3.1030, -1.2215], [1.9816, -1.7037, 1.2402], [-1.3828, -2.4075, -3.5230], [-2.5814, -1.7725, 1.9550], [-2.4201, -0.9897, -1.0136], [-2.6618, -0.0742, 0.1483], [-1.9904, -0.4122, 1.3749], [3.7709, 5.3165, -0.8522], [1.5778, -4.5313, -2.7931], [0.2835, 6.0116, -1.1006], [1.7434, 2.5924, 2.3045], [-1.7895, 3.5005, 2.4064], [-0.6705, 2.8368, 3.5403], [2.9527, -4.1868, -1.0369], [3.5622, -2.7586, -2.1106], [3.8224, -2.6622, -0.4936], [2.9340, -2.3557, 1.2622], [2.2748, -0.6666, 1.0717], [1.4944, -1.9307, 2.2010], [-2.4227, -2.7607, -3.3123], [-1.4986, -1.5695, -4.1252], [-0.9253, -3.2313, -4.1408], [-1.7919, -2.2423, 2.4861], [-3.4110, -1.7049, 2.6280], [-2.9121, -2.4761, 1.0753], [-3.1786, -1.8356, -0.9671], [-2.5968, -0.3683, -1.9633], [-2.2251, 0.8964, -0.2088], [-3.7815, 0.0852, 0.2633]],
  "forces_ev_per_angstrom": [[-2.1, 0.7, -0.4], [2.3, 0.6, -1.8], [-3.3, -0.4, 0.9], [-1.1, -1.9, 1.8], [0.1, -1.7, -0.6], [0.0, -0.9, -1.5], [1.9, -0.4, 1.1], [3.0, 0.3, 0.4], [-4.3, -1.6, 2.5], [2.4, -0.3, 0.9], [-3.8, 1.4, -0.8], [-0.2, 0.3, -1.4], [3.8, 0.1, -1.9], [0.4, -0.1, 0.2], [-0.8, -1.0, -2.5], [-2.4, 1.1, 0.8], [-0.2, 1.1, 0.8], [0.9, -0.1, 1.3], [2.1, -1.3, -1.7], [1.8, 2.4, -0.2], [-0.5, 0.2, 1.8], [1.5, -1.5, -0.2], [-0.2, -3.2, 1.3], [-0.1, 0.2, -1.9], [-1.4, -0.5, -1.3], [-2.2, 3.2, -2.4], [1.4, -2.2, 1.3], [1.4, -0.9, 0.6], [-0.9, 2.3, -0.4], [-0.3, -0.9, 1.2], [0.4, -0.5, 0.4], [-2.0, 0.1, -0.1], [0.5, 0.7, -0.1], [1.2, 0.3, -0.6], [0.0, -0.6, -1.4], [-1.1, -0.6, 0.0], [-1.5, 1.1, -0.2], [0.2, 0.1, 0.9], [-0.1, 0.7, -0.4], [0.7, 0.3, 0.1], [0.2, 1.8, -0.9], [-0.3, 1.0, 0.6], [0.8, -0.6, 0.4], [-0.6, 0.6, 0.2], [0.8, 1.5, 1.6], [0.8, 0.9, -0.5], [0.0, -1.1, 1.2], [-0.5, -0.4, 0.5], [1.3, -0.1, 0.1]]
}

***

2.
{
  "formula": "C27H21N3O7SW",
  "method": "ωB97M-V/def2-TZVPD",
  "de_lowest_kcal_mol": 1.6,
  "homo_lumo_gap_ev": 4.7323,
  "total_charge": 2,
  "elements": ["W", "O", "C", "C", "O", "O", "C", "C", "C", "C", "C", "C", "C", "C", "C", "C", "C", "C", "H", "H", "H", "H", "H", "H", "H", "H", "H", "H", "H", "N", "C", "S", "C", "C", "C", "N", "C", "C", "H", "H", "H", "H", "H", "H", "O", "C", "O", "C", "C", "C", "C", "C", "C", "N", "O", "O", "H", "H", "H", "H"],
  "coordinates": [[1.1867, 1.5187, -0.0269], [0.2167, 1.2613, -1.9289], [0.4651, 0.0367, -2.7648], [1.3207, -0.8361, -1.8547], [1.6029, -1.9661, -2.0024], [1.7467, -0.1092, -0.7442], [1.3123, 0.4141, -3.9639], [1.5439, -0.5702, -4.9225], [2.3432, -0.2889, -6.0165], [2.9128, 0.9702, -6.1614], [2.6861, 1.9464, -5.2056], [1.8907, 1.6693, -4.1009], [-0.8893, -0.5491, -3.0632], [-1.4831, -1.4578, -2.1886], [-2.7727, -1.9026, -2.4272], [-3.4751, -1.4372, -3.5314], [-2.8894, -0.5278, -4.4008], [-1.5957, -0.0841, -4.1721], [-0.6854, 1.5497, -2.1399], [1.1011, -1.5520, -4.8116], [2.5198, -1.0540, -6.7599], [3.5324, 1.1877, -7.0207], [3.1273, 2.9275, -5.3178], [1.7236, 2.4426, -3.3624], [-0.9409, -1.8445, -1.3334], [-3.2262, -2.6200, -1.7574], [-4.4792, -1.7927, -3.7192], [-3.4330, -0.1747, -5.2663], [-1.1275, 0.6016, -4.8679], [5.0349, 0.5130, 5.9182], [4.0547, -0.2441, 5.4106], [3.6258, -1.7374, 5.9058], [3.3593, 0.3021, 4.2081], [1.9704, 0.2437, 4.1047], [1.3557, 0.6515, 2.9506], [2.0540, 1.1280, 1.8851], [3.4053, 1.1997, 1.9910], [4.0757, 0.8066, 3.1213], [5.5497, 0.1656, 6.7132], [5.1745, 1.4721, 5.6474], [1.3813, -0.1554, 4.9181], [0.2861, 0.5797, 2.8375], [3.9390, 1.5728, 1.1301], [5.1555, 0.8614, 3.1387], [-2.4210, 1.7710, 1.8750], [-1.4883, 2.0849, 1.2200], [-0.4660, 1.2088, 0.9158], [-1.1124, 3.4344, 0.7257], [-1.6423, 4.5425, 1.2425], [-1.1467, 5.8427, 0.8239], [-0.0200, 5.9813, 0.1174], [0.6954, 4.7528, -0.2974], [-0.0128, 3.4310, -0.2877], [1.8590, 4.9367, -0.7441], [2.4839, 2.5813, -0.3410], [2.8441, 5.2795, -1.2152], [-2.4225, 4.4752, 1.9900], [-1.6818, 6.7337, 1.1267], [0.3960, 6.9396, -0.1600], [-0.4515, 3.3941, -1.2937]],
  "forces_ev_per_angstrom": [[0.1, 0.2, 0.0], [0.0, 0.0, -0.1], [0.1, 0.0, 0.0], [-0.3, -0.1, 0.2], [0.1, 0.0, -0.1], [0.0, 0.0, -0.1], [0.0, 0.0, 0.0], [0.0, 0.0, 0.0], [0.0, 0.0, 0.0], [0.0, 0.0, 0.0], [0.0, 0.0, 0.0], [0.0, 0.0, 0.0], [0.0, 0.0, 0.0], [0.0, 0.0, 0.0], [0.0, 0.0, 0.0], [0.0, 0.0, 0.0], [0.0, 0.0, 0.0], [0.0, 0.0, 0.0], [0.0, 0.0, 0.0], [0.0, 0.0, 0.0], [0.0, 0.0, 0.0], [0.0, 0.0, 0.0], [0.0, 0.0, 0.0], [0.0, 0.0, 0.0], [0.0, 0.0, 0.0], [0.0, 0.0, 0.0], [0.0, 0.0, 0.0], [0.0, 0.0, 0.0], [0.0, 0.0, 0.0], [0.0, 0.0, 0.0], [0.0, 0.0, 0.0], [0.0, 0.0, 0.0], [0.0, 0.0, 0.0], [0.0, 0.0, 0.0], [0.0, -0.1, 0.0], [0.0, -0.1, 0.0], [0.0, 0.0, 0.0], [0.0, 0.0, 0.0], [0.0, 0.0, 0.0], [0.0, 0.0, 0.0], [0.0, 0.0, 0.0], [0.0, 0.0, 0.0], [0.0, 0.0, 0.0], [0.0, 0.0, 0.0], [-0.1, 0.0, -0.1], [0.3, 0.1, 0.4], [-0.1, 0.0, -0.1], [0.0, 0.0, -0.2], [-0.1, 0.0, 0.0], [0.0, 0.0, 0.0], [0.1, -0.1, 0.0], [0.0, 0.3, -0.1], [0.0, -0.2, -0.1], [-0.1, 0.1, 0.2], [0.0, 0.0, 0.1], [0.0, -0.1, -0.1], [0.0, 0.0, 0.0], [0.0, 0.0, 0.0], [0.0, 0.0, 0.0], [0.0, 0.0, 0.0]]
}

***

3.
{
  "formula": "C9H21AuClNO4P2",
  "method": "ωB97M-V/def2-TZVPD",
  "multiplicity": 3,
  "homo_lumo_gap_ev": [5.5921, 6.4319],
  "total_charge": 2,
  "elements": ["C", "C", "H", "H", "H", "O", "Cl", "Au", "P", "C", "C", "H", "H", "H", "H", "H", "H", "C", "H", "H", "H", "P", "C", "C", "H", "H", "H", "C", "H", "H", "H", "H", "H", "H", "C", "O", "O", "N", "O"],
  "coordinates": [[0.7964, -0.1474, -3.3579], [1.7810, -0.0159, -2.2766], [1.3268, -0.1104, -4.3243], [0.0526, 0.6740, -3.3095], [0.2532, -1.1025, -3.2899], [2.9451, 0.0643, -2.2298], [-2.7164, -0.1095, -0.0401], [-0.3187, -0.0116, -0.1838], [-0.4189, 2.3593, 0.0208], [0.8643, 3.1411, 1.0615], [-0.2097, 3.1602, -1.5763], [-0.0308, 4.2296, -1.4329], [-1.7929, 4.1358, 0.9811], [-1.1129, 3.0166, -2.1734], [-2.8050, 2.8318, 0.2227], [1.8625, 2.8924, 0.6780], [0.6404, 2.7246, -2.1032], [-1.9211, 3.0477, 0.8409], [0.7060, 4.2329, 1.0338], [-2.0472, 2.5469, 1.8180], [0.7724, 2.7809, 2.1000], [-0.1453, -2.3875, 0.3069], [1.2468, -2.9970, 1.2915], [-1.5410, -3.0164, 1.2849], [-0.9224, -3.1875, -1.8223], [0.1168, -4.3883, -0.9892], [0.8538, -2.9800, -1.8102], [-0.0114, -3.3269, -1.2311], [-2.4649, -2.9631, 0.7026], [-1.3299, -4.0489, 1.5880], [1.1569, -4.0892, 1.3668], [1.2002, -2.5473, 2.2904], [-1.6534, -2.3803, 2.1713], [2.1995, -2.7393, 0.8205], [1.3942, 0.0904, 0.9818], [2.5191, 0.1673, 1.2281], [0.6414, -0.1621, 2.9586], [-0.3911, 0.4082, 3.4512], [-1.4967, 0.2073, 2.9511]],
  "forces_ev_per_angstrom": [[-0.8, 0.1, -1.1], [1.4, 0.0, 0.1], [-0.1, 0.0, 0.3], [0.4, -0.5, 0.0], [0.2, 0.3, 0.2], [-1.6, -0.1, 0.6], [1.1, 0.0, -0.6], [-0.6, -0.2, 2.0], [-0.6, 1.8, 0.3], [0.3, -0.7, 0.0], [-0.2, -0.1, -0.3], [-0.1, -0.1, 0.0], [0.1, -0.5, -0.1], [0.1, 0.1, 0.0], [0.2, 0.2, 0.3], [-0.2, 0.2, 0.2], [0.0, 0.1, 0.0], [-0.1, -0.7, -0.4], [0.0, -0.5, 0.0], [0.0, 0.3, -0.4], [0.1, 0.2, -0.3], [-0.4, -1.3, -0.3], [0.4, 0.7, 0.0], [-0.2, 0.5, -0.3], [0.1, -0.1, 0.0], [0.0, 0.2, -0.1], [-0.2, -0.1, 0.2], [-0.2, 0.1, -0.2], [0.1, 0.0, 0.2], [0.0, 0.2, -0.1], [0.0, 0.3, 0.0], [0.1, -0.2, -0.1], [0.0, -0.2, -0.1], [0.0, -0.1, 0.1], [4.6, 0.5, -0.4], [-3.5, -0.3, -0.8], [-2.4, 2.2, 3.4], [-0.5, -3.8, -4.7], [2.5, 1.6, 2.5]]
}

***

4.
{
  "formula": "C6H8LiMgO6",
  "method": "ωB97M-V/def2-TZVPD",
  "de_lowest_kcal_mol": 62.1,
  "homo_lumo_gap_ev": [6.7868, 4.9498],
  "total_charge": 1,
  "elements": ["O", "C", "C", "O", "O", "C", "H", "H", "H", "H", "Li", "O", "C", "C", "O", "O", "C", "H", "H", "H", "H", "Mg"],
  "coordinates": [[-1.3699, 1.6143, 0.5361], [-0.6644, -1.4589, 0.4072], [-2.3747, 1.2057, -0.3460], [-0.9324, -1.2070, 1.5910], [-1.5217, -1.0809, -0.5564], [-2.6711, -0.2813, -0.2304], [-2.1052, 1.4226, -1.3952], [-3.3193, 1.7439, -0.1498], [-3.4472, -0.5646, -0.9514], [-3.0199, -0.5212, 0.7842], [-1.0930, 0.6290, 2.1237], [2.6539, 0.7162, 0.3770], [1.7264, 0.3470, 1.2893], [3.0960, -0.3796, -0.4553], [1.1452, 1.2730, 1.8728], [0.9199, -0.7381, 0.0288], [1.8400, -1.0538, -1.0159], [3.6433, -1.0663, 0.2002], [3.7217, 0.0308, -1.2534], [1.9308, -2.1429, -1.0553], [1.4616, -0.6620, -1.9634], [0.3802, 2.1742, 0.1623]],
  "forces_ev_per_angstrom": [[1.0, 0.6, 0.2], [-1.9, 0.5, 1.3], [-0.8, -0.2, -0.8], [0.9, -0.1, -0.6], [0.8, -0.2, -0.8], [-0.3, 0.1, 0.3], [-0.1, 0.0, 0.2], [0.3, -0.1, 0.0], [0.2, 0.1, 0.2], [0.1, -0.1, -0.3], [0.2, -0.4, 0.0], [0.1, 0.8, -0.3], [1.5, -1.1, -0.9], [0.4, -0.3, -0.3], [-1.3, 0.4, -0.8], [-1.1, 0.8, 0.8], [-0.5, 0.0, 1.1], [0.0, 0.2, -0.3], [0.0, 0.0, 0.5], [0.2, 0.2, -0.2], [0.3, 0.0, 0.0], [0.0, -1.0, 0.9]]
}

***

no.,DFT total energy (eV)
1,-35425.59765
2,-59786.39269
3,-54124.91204
4,-24277.87938